The following is a DFT calculation (wB97M-V/def2-TZVPD) of C6H21ClCoI2NP2 as an isolated structure.

Calculated values
max |F|	0.0393	hartree/bohr
LUMO level (spin up / spin down)	-10.1 / -11.9	eV
HOMO (spin up / spin down)	-14.71 / -15.34	eV
molecular weight	517.4	g/mol
electronic energy	-92966.3949	eV
relative energy (zero: lowest compared OMol25 entry of this formula, charge and spin)	0.0	kcal/mol
multiplicity	5
Kohn-Sham gap (spin up / spin down)	4.58 / 3.49	eV
total charge	+2

```
34
Properties=species:S:1:pos:R:3:nbo_charge:R:1
I 0.28 1.83 -4.62 0.603
I -0.34 3.70 -2.71 0.380
Co 0.00 -0.23 -0.24 1.065
P -2.32 -0.06 -0.17 0.802
C -3.24 1.01 0.98 -0.938
C -2.95 0.29 -1.82 -0.952
H -4.03 0.14 -1.82 0.258
H -4.05 -1.75 0.09 0.261
H -2.46 -0.39 -2.52 0.269
H -2.50 -2.49 -0.41 0.269
H -2.96 2.05 0.75 0.244
H -2.67 1.32 -2.08 0.225
C -2.96 -1.74 0.25 -0.934
H -4.32 0.88 0.85 0.260
H -2.78 -2.00 1.30 0.240
H -2.96 0.78 2.01 0.254
P 2.32 -0.03 -0.17 0.809
C 3.23 1.04 0.99 -0.938
C 2.98 -1.71 0.25 -0.937
H 2.47 -0.36 -2.52 0.265
H 4.04 0.18 -1.81 0.259
H 2.67 1.34 -2.08 0.227
C 2.95 0.32 -1.81 -0.953
H 2.52 -2.47 -0.41 0.269
H 4.06 -1.71 0.09 0.261
H 4.31 0.92 0.87 0.260
H 2.95 0.81 2.02 0.254
H 2.80 -1.98 1.30 0.240
H 2.94 2.08 0.76 0.248
Cl 0.01 -1.66 -1.92 -0.671
N 0.00 -1.23 1.63 -1.126
H 0.84 -1.18 2.25 0.408
H 0.01 -2.20 1.30 0.410
H -0.83 -1.18 2.25 0.408
```

---

The following is a DFT calculation (wB97M-V/def2-TZVPD) of C6H21N10NiO8 as an isolated structure.

Calculated values
max |F|	0.1275	hartree/bohr
LUMO level (spin up / spin down)	-2.2 / -2.2	eV
HOMO (spin up / spin down)	-10.50 / -10.48	eV
molecular weight	420.0	g/mol
electronic energy	-78887.4734	eV
relative energy (zero: lowest compared OMol25 entry of this formula, charge and spin)	55.5	kcal/mol
multiplicity	3
Kohn-Sham gap (spin up / spin down)	8.31 / 8.29	eV
total charge	+1

```
46
Properties=species:S:1:pos:R:3:nbo_charge:R:1
Ni -19.76 4.55 16.19 1.663
O -15.87 6.34 15.22 -0.685
C -17.22 6.41 15.29 0.969
O -17.88 5.40 15.54 -0.841
O -17.82 7.49 15.21 -0.831
H -15.74 7.28 15.09 0.489
C -22.55 2.87 16.83 0.779
O -21.66 3.72 16.60 -0.736
N -22.53 1.65 16.36 -0.814
N -23.65 3.03 17.49 -0.807
H -21.83 1.42 15.68 0.410
H -23.24 0.97 16.55 0.394
H -24.38 2.34 17.62 0.405
H -23.76 3.90 18.00 0.407
C -21.00 5.97 13.60 0.777
O -20.65 5.10 14.37 -0.765
N -22.00 5.96 12.77 -0.809
N -20.37 7.04 13.42 -0.778
H -22.23 6.66 12.09 0.401
H -22.57 5.12 12.74 0.393
H -19.50 7.23 13.91 0.452
H -20.66 7.57 12.61 0.375
C -18.96 2.83 18.86 0.786
O -19.19 3.64 17.93 -0.770
N -17.83 2.25 18.94 -0.792
N -19.86 2.38 19.69 -0.807
H -17.15 2.83 18.47 0.432
H -17.65 1.64 19.73 0.395
H -19.66 1.54 20.21 0.395
H -20.80 2.74 19.64 0.412
C -19.34 1.79 14.49 0.777
O -19.26 2.77 15.22 -0.727
N -20.33 1.59 13.72 -0.812
N -18.32 0.95 14.32 -0.814
H -20.31 0.86 13.03 0.397
H -21.00 2.33 13.58 0.422
H -18.41 0.06 13.86 0.396
H -17.56 1.12 14.97 0.418
C -20.11 7.08 18.11 0.808
O -20.23 6.19 17.32 -0.749
N -19.13 8.01 17.97 -0.836
N -20.90 7.16 19.19 -0.830
H -19.06 8.83 18.56 0.394
H -18.72 7.98 17.05 0.450
H -21.56 6.40 19.25 0.405
H -20.73 7.84 19.91 0.404
```

---

The following is a DFT calculation (wB97M-V/def2-TZVPD) of a 6-piece molecular cluster, C6H21NO5 overall.

Calculated values
max |F|	0.0394	hartree/bohr
LUMO level	0.3	eV
HOMO	-8.85	eV
molecular weight	187.2	g/mol
electronic energy	-18288.4365	eV
structure (SMILES)	C=N/C=C/CCC.O.O.O.O.O
relative energy (zero: lowest compared OMol25 entry of this formula, charge and spin)	83.2	kcal/mol
Kohn-Sham gap	9.19	eV

```
33
Properties=species:S:1:pos:R:3:nbo_charge:R:1
C 1.11 -1.32 -2.37 0.022
N 0.94 -1.44 -1.12 -0.474
C -0.11 -0.98 -0.33 -0.046
C -1.15 -1.75 0.02 -0.238
C -2.22 -1.19 0.92 -0.449
C -2.78 0.18 0.52 -0.417
C -2.48 1.31 1.47 -0.606
H 0.71 -0.56 -3.05 0.164
H 1.78 -2.05 -2.79 0.170
H -0.10 0.07 -0.02 0.188
H -1.16 -2.79 -0.28 0.209
H -1.84 -1.21 1.95 0.213
H -2.94 -1.99 1.14 0.220
H -3.87 0.04 0.57 0.211
H -2.58 0.41 -0.52 0.218
H -2.68 2.26 0.96 0.206
H -3.12 1.32 2.35 0.216
H -1.43 1.38 1.77 0.189
O -0.02 2.15 -2.09 -0.967
H -0.26 2.80 -1.41 0.489
H -0.42 2.46 -2.90 0.476
O 0.66 3.73 0.42 -0.945
H 1.47 3.23 0.57 0.485
H -0.04 3.19 0.80 0.466
O 1.90 -3.63 1.19 -0.945
H 1.99 -3.33 0.28 0.482
H 1.02 -3.32 1.41 0.466
O 3.27 -0.86 0.94 -0.949
H 3.64 -0.99 1.79 0.472
H 2.43 -1.33 0.99 0.476
O 3.16 1.50 -1.18 -0.944
H 2.80 0.78 -0.63 0.477
H 2.32 1.90 -1.39 0.465
```

---

The following is a DFT calculation (wB97M-V/def2-TZVPD) of a 5-piece molecular cluster, C6H21NO5 overall.

Calculated values
max |F|	0.0657	hartree/bohr
LUMO level	0.5	eV
HOMO	-9.42	eV
molecular weight	187.2	g/mol
electronic energy	-18290.4978	eV
structure (SMILES)	CCCCC(=O)NC.O.O.O.O
relative energy (zero: lowest compared OMol25 entry of this formula, charge and spin)	35.7	kcal/mol
Kohn-Sham gap	9.96	eV

```
33
Properties=species:S:1:pos:R:3:nbo_charge:R:1
C 1.34 2.38 1.79 -0.617
C 1.54 2.33 0.25 -0.421
C 2.40 1.10 -0.17 -0.378
C 2.25 -0.31 0.49 -0.502
C 0.85 -0.90 0.54 0.676
O 0.13 -0.71 1.52 -0.654
N 0.43 -1.80 -0.37 -0.615
C 1.19 -2.42 -1.44 -0.425
H 0.69 3.24 1.98 0.202
H 2.31 2.62 2.22 0.189
H 0.93 1.47 2.23 0.239
H 2.28 3.11 -0.02 0.216
H 0.51 2.29 -0.05 0.221
H 3.47 1.34 -0.18 0.208
H 2.20 0.94 -1.25 0.179
H 2.83 -1.00 -0.14 0.211
H 2.70 -0.30 1.49 0.242
H -0.42 -2.33 -0.28 0.422
H 1.41 -3.49 -1.31 0.203
H 2.07 -1.84 -1.74 0.203
H 0.60 -2.38 -2.37 0.197
O -2.47 -1.95 -1.48 -0.999
H -2.81 -2.33 -2.29 0.472
H -1.82 -1.26 -1.75 0.508
O -0.87 0.27 -1.79 -0.993
H -1.20 1.02 -1.23 0.525
H 0.08 0.30 -1.91 0.479
O -3.15 -0.35 1.25 -0.953
H -2.23 -0.52 0.98 0.492
H -3.59 -1.01 0.70 0.485
O -2.23 1.94 0.10 -0.998
H -2.44 2.67 0.69 0.481
H -2.84 1.24 0.42 0.505
```

---

The following is a DFT calculation (wB97M-V/def2-TZVPD) of a 4-piece molecular cluster, C6H21NO5 overall.

Calculated values
max |F|	0.0940	hartree/bohr
LUMO level (spin up / spin down)	-2.9 / -8.8	eV
HOMO (spin up / spin down)	-13.32 / -13.31	eV
molecular weight	187.2	g/mol
electronic energy	-18279.1668	eV
relative energy (zero: lowest compared OMol25 entry of this formula, charge and spin)	51.5	kcal/mol
multiplicity	2
Kohn-Sham gap (spin up / spin down)	10.40 / 4.56	eV
total charge	+1

```
33
Properties=species:S:1:pos:R:3:nbo_charge:R:1
C 2.58 -0.64 -2.29 -0.267
O 1.53 -1.51 -1.85 -0.528
C 1.12 -1.38 -0.48 -0.102
C 0.50 -0.02 -0.03 -0.339
N -0.01 -0.11 1.35 -0.085
C -0.45 1.20 1.70 -0.295
C -1.05 1.19 3.06 -0.089
O -0.01 1.31 4.01 -0.513
C -0.54 0.95 5.28 -0.270
H 2.80 -0.86 -3.33 0.225
H 3.54 -0.82 -1.80 0.192
H 2.27 0.40 -2.23 0.166
H 1.99 -1.76 0.05 0.202
H 0.35 -2.14 -0.36 0.221
H -0.21 0.21 -0.82 0.273
H 1.30 0.71 -0.12 0.272
H 0.77 -0.29 1.97 0.411
H -1.17 1.49 0.93 0.253
H 0.43 1.84 1.64 0.282
H -1.51 0.21 3.22 0.186
H -1.80 1.96 3.21 0.222
H -0.67 -0.14 5.27 0.179
H -1.49 1.43 5.51 0.189
H 0.09 1.16 6.15 0.224
O -2.25 1.17 -2.31 -0.946
H -1.75 0.42 -2.62 0.477
H -2.91 0.79 -1.73 0.472
O -0.47 -0.66 -4.82 -0.955
H -1.28 -0.49 -5.30 0.491
H 0.09 0.10 -5.01 0.487
O -0.88 -2.14 -2.62 -0.978
H -0.81 -1.71 -3.47 0.489
H -0.11 -1.83 -2.13 0.456
```

---

The following is a DFT calculation (wB97M-V/def2-TZVPD) of C6H22BKO6 as an isolated structure.

Calculated values
max |F|	0.0352	hartree/bohr
LUMO level	-0.4	eV
HOMO	-7.64	eV
molecular weight	240.1	g/mol
electronic energy	-35862.7146	eV
relative energy (zero: lowest compared OMol25 entry of this formula, charge and spin)	16.8	kcal/mol
Kohn-Sham gap	7.27	eV

```
36
Properties=species:S:1:pos:R:3:nbo_charge:R:1
K 15.07 -9.56 -5.12 0.964
B 14.61 -11.81 -2.72 -0.753
H 14.76 -11.41 -1.63 -0.026
H 15.67 -11.85 -3.23 -0.087
H 14.14 -12.87 -2.60 -0.019
H 13.89 -11.17 -3.36 -0.101
C 17.61 -12.86 -6.57 -0.095
C 18.08 -11.53 -6.03 -0.094
O 17.23 -10.45 -6.45 -0.763
O 17.88 -12.94 -7.97 -0.741
H 16.54 -12.95 -6.39 0.184
H 18.13 -13.64 -6.00 0.175
H 19.11 -11.31 -6.32 0.176
H 18.05 -11.62 -4.94 0.210
H 17.50 -10.23 -7.34 0.479
H 17.59 -13.79 -8.31 0.476
C 13.31 -5.39 -3.31 -0.089
C 13.92 -6.60 -2.60 -0.083
O 14.91 -7.22 -3.41 -0.739
O 12.60 -5.88 -4.44 -0.721
H 14.09 -4.67 -3.61 0.153
H 12.64 -4.87 -2.61 0.169
H 13.13 -7.32 -2.40 0.207
H 14.36 -6.28 -1.66 0.173
H 15.68 -6.65 -3.42 0.469
H 12.23 -5.13 -4.92 0.471
C 14.33 -10.40 -8.53 -0.093
C 15.04 -11.22 -9.61 -0.104
O 14.24 -12.18 -10.27 -0.704
O 14.02 -11.12 -7.33 -0.730
H 13.41 -9.95 -8.91 0.176
H 15.01 -9.58 -8.28 0.164
H 15.95 -11.65 -9.20 0.184
H 15.30 -10.47 -10.36 0.185
H 13.84 -12.78 -9.63 0.457
H 13.68 -11.97 -7.62 0.468
```